[1]
C3H5CoO3 | ωB97M-V/def2-TZVPD

Computed properties:
LUMO energy (alpha / beta) in eV: -6.73 / -7.03
E_HOMO (alpha / beta) in Eh: -0.5186 / -0.5203
Gap between HOMO and LUMO (alpha / beta) in eV: 7.38 / 7.13
M in u: 148.00
ΔE to the lowest compared entry with this formula, charge and spin in kcal/mol: 38.4
⟨S²⟩: 3.756
Net charge: +1
Spin multiplicity: 4

```
12
C3H5CoO3 | the OMol25 dataset | ωB97M-V/def2-TZVPD
H -1.787 1.268 1.138
O 1.411 0.286 0.018
C 1.107 -0.877 -0.453
C -0.658 0.770 0.648
O 1.942 -1.802 -0.286
O -0.127 -1.133 -0.759
C -1.074 -0.046 -0.567
Co 3.168 -0.415 0.233
H -0.320 1.777 0.382
H -0.547 0.152 1.547
H -1.074 0.557 -1.480
H -2.040 -0.538 -0.421
```

---

[2]
C3H5CuO2 | ωB97M-V/def2-TZVPD

Computed properties:
LUMO energy (alpha / beta) in eV: -6.19 / -6.69
E_HOMO (alpha / beta) in Eh: -0.4857 / -0.4874
Gap between HOMO and LUMO (alpha / beta) in eV: 7.03 / 6.57
M in u: 136.62
ΔE to the lowest compared entry with this formula, charge and spin in kcal/mol: 45.1
⟨S²⟩: 0.757
Net charge: +1
Spin multiplicity: 2

```
11
C3H5CuO2 | the OMol25 dataset | ωB97M-V/def2-TZVPD
H -1.361 -0.845 -1.387
Cu -1.114 1.845 0.174
O -0.007 -0.156 0.066
O -0.457 -1.464 -1.604
C -0.262 -1.397 -0.354
C 1.304 0.097 0.661
C 1.168 1.179 1.660
H 1.623 -0.863 1.096
H 1.978 0.372 -0.159
H 0.388 1.124 2.425
H 1.960 1.920 1.761
```

---

[3]
C3H5CuO3 | ωB97M-V/def2-TZVPD

Computed properties:
LUMO energy (alpha / beta) in eV: -5.18 / -7.41
E_HOMO (alpha / beta) in Eh: -0.5511 / -0.5412
Gap between HOMO and LUMO (alpha / beta) in eV: 9.82 / 7.32
M in u: 152.62
ΔE to the lowest compared entry with this formula, charge and spin in kcal/mol: 86.9
⟨S²⟩: 0.760
Net charge: +1
Spin multiplicity: 2

```
12
C3H5CuO3 | the OMol25 dataset | ωB97M-V/def2-TZVPD
H 0.929 -1.860 -0.522
O -1.067 -0.962 0.239
C 0.218 -0.800 -0.244
C -1.508 0.243 0.863
O 1.228 -1.153 0.676
O 0.384 0.680 -0.360
C -0.862 1.304 -0.008
H -1.155 0.297 1.905
H -2.602 0.266 0.845
H -0.666 2.249 0.509
H -1.437 1.489 -0.925
Cu 1.937 0.545 0.724
```

---

[4]
C3H5F | ωB97M-V/def2-TZVPD

Computed properties:
LUMO energy (alpha / beta) in eV: 0.52 / 0.68
E_HOMO (alpha / beta) in Eh: -0.3073 / -0.3090
SMILES: C/C=C/F
Gap between HOMO and LUMO (alpha / beta) in eV: 8.88 / 9.09
M in u: 60.07
ΔE to the lowest compared entry with this formula, charge and spin in kcal/mol: 68.8
Spin multiplicity: 1

```
9
C3H5F | the OMol25 dataset | ωB97M-V/def2-TZVPD
C 1.194 0.124 0.009
C -0.095 -0.502 -0.452
C -1.455 0.361 0.103
F -2.666 -0.169 -0.120
H 1.155 1.072 -0.338
H 1.362 -0.010 1.116
H 1.966 -0.509 -0.456
H -0.119 -1.607 -0.644
H -1.343 1.241 0.781
```

---

[5]
C3H5F2N | ωB97M-V/def2-TZVPD

Computed properties:
LUMO energy in eV: 1.04
E_HOMO in Eh: -0.3450
SMILES: N[C@H]1CC1(F)F
Gap between HOMO and LUMO in eV: 10.43
M in u: 93.08
ΔE to the lowest compared entry with this formula, charge and spin in kcal/mol: 15.8
Spin multiplicity: 1

```
11
C3H5F2N | the OMol25 dataset | ωB97M-V/def2-TZVPD
N -1.544 0.764 0.961
C -0.877 0.433 -0.229
C 0.424 1.139 -0.598
C 0.473 -0.300 -0.178
F 0.979 -0.646 0.995
F 0.662 -1.344 -1.043
H -2.108 0.149 1.428
H -2.079 1.642 0.867
H -1.473 0.025 -1.158
H 0.766 1.319 -1.616
H 0.809 1.793 0.202
```

---

[6]
C3H5F2N | ωB97M-V/def2-TZVPD

Computed properties:
LUMO energy in eV: 0.89
E_HOMO in Eh: -0.3569
Gap between HOMO and LUMO in eV: 10.60
M in u: 93.08
ΔE to the lowest compared entry with this formula, charge and spin in kcal/mol: 45.7
Spin multiplicity: 1

```
11
C3H5F2N | the OMol25 dataset | ωB97M-V/def2-TZVPD
C 0.043 0.371 -0.349
C -1.126 0.953 0.553
C 1.608 -1.466 -0.906
N 0.734 -0.818 -0.069
F -1.381 2.198 0.035
F 1.973 -2.584 -0.240
H -0.220 0.294 -1.353
H 0.885 1.149 -0.390
H -2.060 0.422 0.219
H -1.077 0.758 1.646
H 0.622 -1.276 0.853
```

---

[7]
C3H5F2N4O3 | ωB97M-V/def2-TZVPD

Computed properties:
LUMO energy (alpha / beta) in eV: -6.44 / -6.44
E_HOMO (alpha / beta) in Eh: -0.5019 / -0.5020
Gap between HOMO and LUMO (alpha / beta) in eV: 7.22 / 7.22
M in u: 183.09
ΔE to the lowest compared entry with this formula, charge and spin in kcal/mol: 139.0
Net charge: +1
Spin multiplicity: 1

```
17
C3H5F2N4O3 | the OMol25 dataset | ωB97M-V/def2-TZVPD
C -2.153 1.223 -0.478
C 0.359 0.126 0.132
C 2.628 -0.665 -0.233
N -0.373 2.353 0.466
N -1.383 2.166 -0.354
N -0.933 -0.219 0.300
N -1.347 -1.478 0.429
O -3.087 0.638 -0.810
O 0.716 1.316 0.312
O 1.212 -0.878 -0.016
F -1.917 -2.039 -1.038
F -2.478 -1.422 1.112
H 3.064 0.176 0.413
H 2.942 -0.600 -1.316
H 3.258 -1.471 0.034
H 0.252 3.191 0.317
H -0.760 -2.417 0.730
```

---

[8]
C3H5F2NO | ωB97M-V/def2-TZVPD

Computed properties:
LUMO energy (alpha / beta) in eV: 0.32 / 0.54
E_HOMO (alpha / beta) in Eh: -0.2657 / -0.2854
SMILES: CC(ON)=C(F)F
Gap between HOMO and LUMO (alpha / beta) in eV: 7.55 / 8.30
M in u: 109.07
ΔE to the lowest compared entry with this formula, charge and spin in kcal/mol: 145.8
Spin multiplicity: 1

```
12
C3H5F2NO | the OMol25 dataset | ωB97M-V/def2-TZVPD
C -0.769 0.022 -1.272
C 0.275 0.130 -0.203
O -0.053 -0.298 0.978
N 0.794 -0.117 2.148
C 1.603 1.328 -0.279
F 2.451 1.027 0.692
F 2.263 1.343 -1.460
H -1.227 -0.963 -1.508
H -0.432 0.637 -2.126
H -1.633 0.581 -0.745
H 0.347 0.474 2.867
H 0.864 -1.127 2.455
```

---

[9]
C3H5F2NO2S | ωB97M-V/def2-TZVPD

Computed properties:
LUMO energy in eV: 0.63
E_HOMO in Eh: -0.4049
SMILES: C=CC(F)(F)S(N)(=O)=O
Gap between HOMO and LUMO in eV: 11.65
M in u: 157.14
ΔE to the lowest compared entry with this formula, charge and spin in kcal/mol: 0.0
Spin multiplicity: 1

```
14
C3H5F2NO2S | the OMol25 dataset | ωB97M-V/def2-TZVPD
C -1.975 -1.031 0.386
C -1.672 0.253 0.425
C -0.309 0.712 0.037
F 0.111 1.627 0.880
F -0.348 1.399 -1.135
S 1.184 -0.453 0.095
N 2.274 0.384 -0.761
O 0.829 -1.587 -0.679
O 1.642 -0.545 1.424
H -3.018 -1.411 0.581
H -1.239 -1.773 0.245
H -2.411 1.059 0.423
H 3.001 0.859 -0.198
H 1.932 0.506 -1.723
```

---

[10]
C3H5F2NS | ωB97M-V/def2-TZVPD

Computed properties:
LUMO energy in eV: 0.63
E_HOMO in Eh: -0.3089
Gap between HOMO and LUMO in eV: 9.03
M in u: 125.14
ΔE to the lowest compared entry with this formula, charge and spin in kcal/mol: 42.5
Spin multiplicity: 1

```
12
C3H5F2NS | the OMol25 dataset | ωB97M-V/def2-TZVPD
C -0.529 -1.239 -0.858
C -0.221 0.993 0.110
C 0.548 -2.087 0.587
N -0.801 0.022 -0.811
F 1.843 -1.726 0.724
F -0.117 -1.864 1.726
S -1.068 -2.455 -1.712
H -0.934 1.907 0.004
H -0.300 0.535 1.101
H 0.896 1.357 0.017
H 0.477 -3.198 0.393
H -1.355 0.374 -1.606
```

---

[11]
C3H5F2OP | ωB97M-V/def2-TZVPD

Computed properties:
LUMO energy (alpha / beta) in eV: 0.71 / -2.49
E_HOMO (alpha / beta) in Eh: -0.2927 / -0.3943
Gap between HOMO and LUMO (alpha / beta) in eV: 8.68 / 8.24
M in u: 126.04
ΔE to the lowest compared entry with this formula, charge and spin in kcal/mol: 16.9
⟨S²⟩: 2.008
Spin multiplicity: 3

```
12
C3H5F2OP | the OMol25 dataset | ωB97M-V/def2-TZVPD
C 0.104 -2.582 -0.041
C 0.940 -1.684 -0.419
C 0.268 2.421 0.095
O -2.425 2.576 0.119
F 1.444 1.902 0.420
F 0.362 3.735 -0.027
P -1.301 1.804 0.629
H 0.400 -3.530 0.391
H -0.934 -2.486 -0.351
H 1.940 -1.659 -0.105
H 0.529 -0.817 -0.925
H -1.327 0.322 0.215
```

---

[12]
C3H5F2P | ωB97M-V/def2-TZVPD

Computed properties:
LUMO energy in eV: 0.88
E_HOMO in Eh: -0.3324
SMILES: FC(F)=CCP
Gap between HOMO and LUMO in eV: 9.92
M in u: 110.04
ΔE to the lowest compared entry with this formula, charge and spin in kcal/mol: 55.0
Spin multiplicity: 1

```
11
C3H5F2P | the OMol25 dataset | ωB97M-V/def2-TZVPD
F -2.642 1.123 0.572
C -1.474 1.720 0.497
F -1.522 2.932 1.157
C -0.322 1.246 0.046
C -0.413 -0.086 -0.623
P 0.256 -1.423 0.465
H 0.479 1.819 0.195
H 0.108 0.148 -1.596
H -1.352 -0.325 -0.847
H 0.334 -0.701 1.759
H 1.533 -1.187 0.111
```

---

[13]
C3H5F3O2S | ωB97M-V/def2-TZVPD

Computed properties:
LUMO energy in eV: 0.39
E_HOMO in Eh: -0.3541
Gap between HOMO and LUMO in eV: 10.02
M in u: 162.13
ΔE to the lowest compared entry with this formula, charge and spin in kcal/mol: 20.5
Spin multiplicity: 1

```
14
C3H5F3O2S | the OMol25 dataset | ωB97M-V/def2-TZVPD
C -2.053 -0.340 -0.105
C -0.607 0.180 0.350
C 2.078 0.252 0.009
O 0.875 -2.164 0.229
O -0.341 1.377 -0.195
F 3.226 -0.485 -0.098
F 2.298 1.350 -0.717
F 1.937 0.620 1.283
S 0.688 -0.935 -0.555
H -2.000 -0.185 -1.186
H -2.943 0.205 0.352
H -1.968 -1.338 0.205
H -0.423 0.015 1.507
H -0.767 1.447 -1.079
```

---

[14]
C3H5FN | ωB97M-V/def2-TZVPD

Computed properties:
LUMO energy (alpha / beta) in eV: -8.14 / -8.31
E_HOMO (alpha / beta) in Eh: -0.4978 / -0.4936
Gap between HOMO and LUMO (alpha / beta) in eV: 5.40 / 5.13
M in u: 74.08
ΔE to the lowest compared entry with this formula, charge and spin in kcal/mol: 120.3
Net charge: +1
Spin multiplicity: 1

```
10
C3H5FN | the OMol25 dataset | ωB97M-V/def2-TZVPD
C 0.633 -0.588 -0.453
C -2.499 0.063 -0.220
C 1.628 0.140 -0.073
N 2.249 0.860 0.818
F -3.279 0.876 0.423
H 0.689 -1.596 -0.940
H -1.755 -0.384 -0.859
H 2.603 0.065 1.359
H -3.214 -0.852 -0.445
H 2.944 1.416 0.388
```

---

[15]
C3H5FN | ωB97M-V/def2-TZVPD

Computed properties:
LUMO energy in eV: -4.59
E_HOMO in Eh: -0.5365
SMILES: [NH3+]CC#CF
Gap between HOMO and LUMO in eV: 10.01
M in u: 74.08
ΔE to the lowest compared entry with this formula, charge and spin in kcal/mol: 15.3
Net charge: +1
Spin multiplicity: 1

```
10
C3H5FN | the OMol25 dataset | ωB97M-V/def2-TZVPD
N 1.208 0.593 -0.056
C 0.295 -0.645 0.002
C -1.092 -0.313 -0.190
C -2.332 -0.160 0.261
F -3.524 0.261 -0.011
H 2.130 0.405 -0.395
H 1.272 0.991 0.849
H 0.865 1.379 -0.590
H 0.525 -1.199 -0.809
H 0.654 -1.313 0.939
```

---

[16]
C3H5FN2 | ωB97M-V/def2-TZVPD

Computed properties:
LUMO energy (alpha / beta) in eV: 0.34 / 0.34
E_HOMO (alpha / beta) in Eh: -0.3175 / -0.3174
Gap between HOMO and LUMO (alpha / beta) in eV: 8.98 / 8.98
M in u: 88.08
ΔE to the lowest compared entry with this formula, charge and spin in kcal/mol: 138.9
Spin multiplicity: 1

```
11
C3H5FN2 | the OMol25 dataset | ωB97M-V/def2-TZVPD
C 0.385 -0.887 0.072
C -0.566 -1.654 0.410
C 0.064 0.603 -0.224
N -1.050 0.896 0.617
N -2.002 0.016 0.695
F -2.475 -0.163 -0.752
H 1.463 -0.942 -0.135
H -1.230 -2.448 0.444
H 0.968 1.262 -0.005
H -0.407 0.503 -1.260
H -1.279 1.725 1.177
```

---

[17]
C3H5FO2 | ωB97M-V/def2-TZVPD

Computed properties:
LUMO energy in eV: 0.67
E_HOMO in Eh: -0.3082
Gap between HOMO and LUMO in eV: 9.06
M in u: 92.07
ΔE to the lowest compared entry with this formula, charge and spin in kcal/mol: 64.0
Spin multiplicity: 1

```
11
C3H5FO2 | the OMol25 dataset | ωB97M-V/def2-TZVPD
C -1.611 -0.387 -0.161
C 0.798 1.074 -0.079
C 0.546 -0.397 -0.104
O -2.129 0.597 -0.568
O 0.935 -1.129 0.989
F 0.644 -0.919 -1.353
H -2.167 -1.348 0.186
H -0.204 1.573 -0.135
H 1.511 1.353 -0.846
H 1.400 1.395 0.928
H 0.277 -1.812 1.144
```

---

[18]
C3H5FOS | ωB97M-V/def2-TZVPD

Computed properties:
LUMO energy in eV: 0.63
E_HOMO in Eh: -0.3350
Gap between HOMO and LUMO in eV: 9.74
M in u: 108.14
ΔE to the lowest compared entry with this formula, charge and spin in kcal/mol: 48.4
Spin multiplicity: 1

```
11
C3H5FOS | the OMol25 dataset | ωB97M-V/def2-TZVPD
C -0.444 -0.652 0.889
C 0.767 0.680 -0.542
C -0.637 0.671 0.135
O 0.792 -2.005 -1.265
F -1.656 0.579 -0.758
S 1.100 -1.144 -0.157
H -0.043 -0.546 1.985
H -1.283 -1.293 0.730
H 0.702 0.933 -1.658
H 1.739 1.123 -0.075
H -1.038 1.654 0.716
```

---

[19]
C3H5FS | ωB97M-V/def2-TZVPD

Computed properties:
LUMO energy in eV: 0.63
E_HOMO in Eh: -0.3367
Gap between HOMO and LUMO in eV: 9.80
M in u: 92.14
ΔE to the lowest compared entry with this formula, charge and spin in kcal/mol: 57.5
Spin multiplicity: 1

```
10
C3H5FS | the OMol25 dataset | ωB97M-V/def2-TZVPD
C -0.002 -0.654 0.062
C -0.587 0.298 0.922
C 0.436 0.137 -0.985
H -0.938 -1.267 -0.071
H -1.233 0.394 1.901
H 0.412 1.072 1.321
H 0.510 -0.320 -2.048
H 1.403 0.547 -0.733
F 1.133 -1.452 0.318
S -1.134 1.245 -0.686
```

---

[20]
C3H5FS | ωB97M-V/def2-TZVPD

Computed properties:
LUMO energy in eV: 0.70
E_HOMO in Eh: -0.3525
SMILES: F/C=C/CS
Gap between HOMO and LUMO in eV: 10.29
M in u: 92.14
ΔE to the lowest compared entry with this formula, charge and spin in kcal/mol: 51.3
Spin multiplicity: 1

```
10
C3H5FS | the OMol25 dataset | ωB97M-V/def2-TZVPD
F -2.285 0.712 -1.119
C -1.489 -0.259 -0.291
C -0.460 0.288 0.146
C 0.861 -0.312 0.711
S 2.208 -0.473 -0.612
H -1.803 -1.277 -0.390
H -0.692 1.440 -0.196
H 1.021 0.318 1.684
H 0.453 -1.381 0.837
H 2.185 0.944 -0.770
```